1.
{"formula": "C3H8N2", "method": "ωB97M-V/def2-TZVPD", "symbols": ["H", "N", "C", "C", "H", "H", "H", "H", "C", "N", "H", "H", "H"], "positions_angstrom": [[0.58, 1.50, -2.35], [0.87, 0.65, -1.82], [1.39, 0.76, -0.68], [1.53, -0.50, 0.25], [1.51, 1.54, 0.07], [1.40, -0.15, 1.23], [0.89, -1.37, 0.15], [2.55, -0.88, 0.09], [-1.80, -0.23, 0.66], [-2.85, -0.81, 0.99], [-1.48, 0.52, 0.01], [-0.89, -0.90, 0.78], [-3.70, -0.13, 0.60]], "lowdin_charge": [0.06, 0.07, -0.29, -0.11, 0.10, 0.04, 0.05, 0.08, -0.19, 0.00, 0.03, 0.05, 0.11], "e_homo_ha": -0.3646, "gap_ev": 10.9, "e_tot_ev": -6217.967, "charge": 0, "lumo_ev": 0.94, "spin_multiplicity": 1}

=====

2.
{"formula": "C2H7FNO5PS", "method": "ωB97M-V/def2-TZVPD", "symbols": ["C", "C", "N", "P", "O", "O", "O", "S", "O", "O", "F", "H", "H", "H", "H", "H", "H", "H"], "positions_angstrom": [[2.07, -0.84, 0.30], [0.65, -0.73, -0.26], [-0.12, 0.41, 0.35], [-1.80, 0.11, 0.53], [-2.55, 1.27, 0.99], [-2.29, -0.58, -0.82], [-1.82, -1.10, 1.56], [0.17, 1.92, -0.33], [-0.85, 2.28, -1.25], [0.66, 2.81, 0.66], [1.42, 1.55, -1.22], [2.16, -0.20, 1.17], [2.30, -1.86, 0.60], [2.80, -0.50, -0.42], [0.08, -1.63, -0.05], [0.66, -0.64, -1.35], [-1.81, -0.29, -1.60], [-1.72, -1.96, 1.15]], "lowdin_charge": [-0.07, -0.27, -0.25, 0.35, -0.21, -0.09, -0.08, 0.60, -0.24, -0.21, -0.14, 0.09, 0.08, 0.07, 0.10, 0.11, 0.09, 0.08], "e_homo_ha": -0.4116, "gap_ev": 11.3, "e_tot_ev": -36758.910, "charge": 0, "lumo_ev": 0.08, "spin_multiplicity": 1}

=====

3.
{"formula": "CH2N4OS", "method": "ωB97M-V/def2-TZVPD", "symbols": ["C", "H", "H", "N", "N", "N", "N", "O", "S"], "positions_angstrom": [[-0.16, 0.09, -1.03], [-2.19, 0.26, 0.64], [1.22, 0.19, 1.75], [-0.21, -0.07, 0.36], [0.98, -0.48, 0.79], [1.86, -0.15, -0.27], [1.21, 0.04, -1.35], [-1.26, -0.43, 1.10], [-1.45, 0.57, -2.00]], "lowdin_charge": [-0.82, 0.26, 0.25, -0.30, 0.01, 0.02, 0.04, -0.05, 0.57], "e_homo_ha": -0.3225, "gap_ev": 7.8, "e_tot_ev": -19906.689, "charge": 0, "lumo_ev": -0.96, "spin_multiplicity": 1}

=====

4.
{"formula": "C15H21ClNO2PS2Sn", "method": "ωB97M-V/def2-TZVPD", "symbols": ["Sn", "S", "C", "N", "C", "C", "C", "C", "C", "C", "S", "H", "H", "H", "H", "Cl", "C", "C", "O", "O", "H", "H", "C", "C", "P", "C", "C", "C", "C", "H", "H", "H", "H", "H", "H", "H", "H", "H", "H", "H", "H", "H", "H", "H"], "positions_angstrom": [[-0.83, 0.92, 0.10], [-0.27, -0.24, 2.46], [-1.18, -1.46, 1.78], [-1.51, -1.40, 0.47], [-2.33, -2.40, 0.11], [-2.89, -2.60, -1.18], [-3.70, -3.67, -1.36], [-3.99, -4.57, -0.29], [-3.46, -4.41, 0.97], [-2.62, -3.32, 1.18], [-1.83, -2.83, 2.62], [-2.66, -1.91, -1.98], [-4.15, -3.86, -2.33], [-4.65, -5.41, -0.48], [-3.69, -5.10, 1.77], [-5.56, 2.12, 0.28], [-4.21, 2.97, 1.05], [-2.92, 2.27, 0.72], [-1.93, 2.89, 0.25], [-2.79, 1.01, 0.93], [-4.36, 2.95, 2.13], [-4.18, 3.99, 0.69], [1.81, -1.06, -1.70], [2.59, -0.44, -0.55], [2.04, 1.22, -0.08], [2.91, 1.79, 1.41], [4.35, 1.27, 1.53], [2.25, 2.39, -1.45], [3.72, 2.66, -1.80], [2.22, -2.04, -1.93], [1.87, -0.46, -2.61], [0.75, -1.20, -1.44], [3.65, -0.34, -0.81], [2.55, -1.06, 0.35], [2.32, 1.50, 2.28], [2.88, 2.89, 1.37], [4.36, 0.19, 1.69], [4.82, 1.73, 2.39], [4.95, 1.50, 0.65], [1.74, 3.31, -1.16], [1.71, 1.98, -2.30], [4.25, 3.12, -0.97], [3.75, 3.35, -2.64], [4.24, 1.75, -2.10]], "lowdin_charge": [1.27, 0.74, -1.09, -0.08, -0.25, 0.03, -0.01, 0.03, -0.03, -0.40, 1.16, 0.13, 0.13, 0.14, 0.13, 0.65, -0.47, -0.70, -0.08, -0.18, 0.11, 0.10, -0.13, -0.38, 0.89, -0.36, -0.11, -0.38, -0.11, 0.09, 0.08, 0.03, 0.10, 0.10, 0.07, 0.10, 0.08, 0.09, 0.07, 0.10, 0.09, 0.08, 0.09, 0.08], "e_homo_ha": [-0.5633, -0.5324], "gap_ev": [6.7, 4.8], "e_tot_ev": -70779.041, "charge": 2, "lumo_ev": [-8.65, -9.68], "spin_multiplicity": 1}

=====

5.
{"formula": "C4H9N2O", "method": "ωB97M-V/def2-TZVPD", "symbols": ["C", "C", "N", "C", "N", "O", "C", "H", "H", "H", "H", "H", "H", "H", "H", "H"], "positions_angstrom": [[-1.03, -0.04, -2.17], [-0.48, -0.96, -1.07], [0.40, -0.81, -0.17], [0.94, 0.31, 0.43], [2.24, 0.57, 0.37], [0.32, 0.96, 1.37], [-0.71, 0.24, 2.18], [-1.98, -0.65, -2.52], [-0.45, -0.02, -3.11], [-1.40, 0.97, -1.94], [-0.81, -1.99, -1.07], [2.75, -0.09, -0.17], [2.79, 1.31, 0.80], [-0.52, 0.57, 3.22], [-0.32, -0.84, 2.02], [-1.73, 0.49, 1.82]], "lowdin_charge": [-0.02, -0.10, 0.15, -0.39, 0.26, -0.01, 0.05, 0.12, 0.09, 0.09, 0.13, 0.13, 0.16, 0.11, 0.13, 0.11], "e_homo_ha": -0.5541, "gap_ev": 11.1, "e_tot_ev": -9313.674, "charge": 1, "lumo_ev": -3.97, "spin_multiplicity": 1}

=====

6.
{"formula": "C35H28ClF3InN5O8S3", "method": "ωB97M-V/def2-TZVPD", "symbols": ["In", "Cl", "C", "C", "C", "C", "O", "C", "C", "N", "C", "C", "C", "C", "C", "C", "C", "C", "N", "C", "C", "H", "H", "H", "H", "H", "H", "H", "H", "H", "H", "C", "C", "S", "C", "C", "S", "C", "C", "S", "H", "H", "H", "H", "H", "H", "H", "H", "H", "H", "H", "H", "O", "C", "O", "C", "C", "C", "C", "C", "C", "O", "N", "O", "O", "N", "O", "O", "H", "H", "F", "C", "F", "F", "C", "C", "C", "N", "C", "C", "H", "H", "H", "H"], "positions_angstrom": [[1.16, 0.41, -1.19], [7.99, 3.59, -1.67], [6.61, 2.55, -1.74], [6.64, 1.34, -2.52], [5.47, 0.56, -2.50], [4.24, 1.01, -1.93], [3.23, 0.17, -2.03], [4.22, 2.24, -1.17], [3.00, 2.77, -0.63], [1.77, 2.48, -1.00], [0.78, 3.40, -0.45], [1.11, 4.59, 0.22], [0.11, 5.24, 1.00], [-1.24, 4.96, 0.82], [-1.57, 3.78, 0.15], [-2.89, 3.27, 0.10], [-3.10, 2.09, -0.59], [-2.03, 1.29, -1.03], [-0.80, 1.71, -1.03], [-0.57, 2.96, -0.50], [5.45, 2.97, -1.06], [7.52, 1.13, -3.12], [5.36, -0.34, -3.10], [3.16, 3.45, 0.23], [2.08, 5.01, 0.12], [0.32, 6.04, 1.72], [-2.03, 5.55, 1.28], [-3.60, 3.87, 0.67], [-4.10, 1.74, -0.75], [-2.26, 0.33, -1.41], [5.48, 3.90, -0.46], [-6.78, -2.13, 3.85], [-5.49, -2.81, 4.18], [-4.04, -1.82, 3.68], [-3.20, -2.87, 2.54], [-4.01, -3.49, 1.38], [-4.13, -2.57, -0.14], [-5.66, -1.63, -0.18], [-6.10, -1.10, 1.22], [-7.19, -2.27, 2.10], [-6.84, -1.09, 4.15], [-7.59, -2.66, 4.36], [-5.46, -3.78, 3.75], [-5.46, -2.91, 5.28], [-2.68, -3.69, 3.04], [-2.32, -2.23, 2.29], [-5.01, -3.67, 1.84], [-3.49, -4.48, 1.10], [-6.43, -2.31, -0.57], [-5.56, -0.90, -0.97], [-6.64, -0.17, 1.10], [-5.21, -0.90, 1.90], [2.60, -3.33, -0.01], [2.00, -2.30, 0.19], [1.19, -1.76, -0.69], [2.34, -1.47, 1.47], [3.31, -1.97, 2.39], [3.59, -1.27, 3.55], [2.91, -0.13, 3.95], [1.96, 0.31, 3.09], [1.81, -0.15, 1.69], [1.17, 0.63, 0.89], [1.19, 1.39, 3.50], [0.14, 1.70, 2.92], [1.61, 2.04, 4.49], [4.61, -1.71, 4.40], [5.23, -2.79, 4.17], [4.66, -1.09, 5.49], [3.95, -2.83, 2.13], [3.15, 0.28, 4.90], [1.61, -3.64, -5.90], [0.96, -2.61, -6.58], [1.80, -2.21, -7.54], [-0.10, -3.15, -7.27], [0.66, -1.53, -5.63], [1.41, -0.37, -5.40], [1.27, 0.30, -4.23], [0.65, -0.23, -3.13], [-0.06, -1.39, -3.29], [-0.10, -2.00, -4.53], [1.97, 0.15, -6.18], [1.59, 1.29, -4.07], [-0.51, -1.93, -2.45], [-0.77, -2.82, -4.66]], "lowdin_charge": [0.89, 0.65, -0.67, -0.05, 0.01, -0.31, -0.12, -0.12, -0.06, 0.03, -0.15, 0.01, -0.03, -0.02, -0.15, 0.03, -0.02, -0.10, 0.07, -0.12, -0.05, 0.11, 0.11, 0.14, 0.10, 0.12, 0.12, 0.12, 0.10, 0.10, 0.11, -0.56, -0.52, 0.88, -0.58, -0.56, 0.83, -0.56, -0.54, 0.86, 0.07, 0.08, 0.06, 0.08, 0.07, 0.08, 0.03, 0.10, 0.05, 0.05, 0.06, 0.02, 0.07, -0.57, -0.11, -0.01, 0.10, -0.18, 0.09, -0.08, -0.22, -0.09, -0.32, 0.07, 0.03, -0.31, 0.05, 0.03, 0.14, 0.12, 0.12, -0.53, 0.16, 0.13, -0.06, 0.04, -0.06, 0.01, -0.03, 0.04, 0.14, 0.11, 0.13, 0.13], "e_homo_ha": -0.3018, "gap_ev": 6.5, "e_tot_ev": -118928.195, "charge": 0, "lumo_ev": -1.69, "spin_multiplicity": 1}

=====

7.
{"formula": "C21H24N4O3S", "method": "ωB97M-V/def2-TZVPD", "symbols": ["C", "O", "C", "C", "N", "C", "S", "C", "C", "O", "N", "C", "C", "C", "C", "C", "C", "C", "C", "C", "N", "N", "C", "C", "C", "C", "O", "C", "C", "H", "H", "H", "H", "H", "H", "H", "H", "H", "H", "H", "H", "H", "H", "H", "H", "H", "H", "H", "H", "H", "H", "H", "H"], "positions_angstrom": [[-3.81, -3.60, -1.55], [-3.58, -2.41, -0.83], [-3.17, -2.65, 0.49], [-2.82, -1.32, 1.16], [-1.80, -0.61, 0.44], [-0.52, -1.01, 0.20], [0.14, -2.53, 0.71], [1.88, -1.99, 0.76], [1.95, -0.72, 1.60], [1.21, -0.56, 2.55], [2.84, 0.23, 1.21], [2.65, 1.58, 1.71], [2.22, 2.46, 0.54], [3.33, 2.51, -0.49], [4.04, 1.20, -0.65], [5.01, 1.06, -1.64], [5.74, -0.10, -1.79], [5.53, -1.15, -0.92], [4.58, -1.04, 0.08], [3.80, 0.11, 0.20], [0.16, -0.08, -0.40], [-0.65, 0.98, -0.54], [-1.82, 0.68, -0.06], [-2.92, 1.62, 0.03], [-2.76, 2.95, 0.54], [-3.97, 3.53, 0.44], [-4.87, 2.68, -0.09], [-4.23, 1.52, -0.35], [-5.01, 0.44, -1.01], [-4.11, -3.30, -2.56], [-2.90, -4.21, -1.61], [-4.60, -4.19, -1.10], [-2.29, -3.31, 0.50], [-3.97, -3.14, 1.07], [-2.45, -1.53, 2.17], [-3.70, -0.68, 1.22], [2.22, -1.84, -0.26], [2.41, -2.82, 1.24], [1.90, 1.54, 2.49], [3.60, 1.94, 2.14], [1.32, 2.02, 0.10], [1.97, 3.46, 0.90], [2.93, 2.83, -1.46], [4.08, 3.26, -0.19], [5.19, 1.90, -2.30], [6.48, -0.18, -2.57], [6.12, -2.05, -1.00], [4.45, -1.84, 0.79], [-1.85, 3.37, 0.91], [-4.33, 4.51, 0.71], [-5.86, 0.15, -0.39], [-5.40, 0.80, -1.96], [-4.39, -0.43, -1.19]], "lowdin_charge": [-0.09, -0.21, -0.22, -0.09, 0.02, -0.60, 1.01, -0.36, -0.52, 0.03, 0.01, -0.11, -0.16, -0.13, -0.15, -0.04, -0.09, -0.08, -0.03, -0.16, 0.04, 0.09, -0.23, -0.11, 0.00, -0.11, 0.05, -0.26, 0.01, 0.09, 0.09, 0.09, 0.07, 0.13, 0.14, 0.13, 0.08, 0.09, 0.12, 0.14, 0.08, 0.11, 0.12, 0.12, 0.11, 0.10, 0.10, 0.11, 0.11, 0.12, 0.09, 0.09, 0.06], "e_homo_ha": -0.2967, "gap_ev": 8.7, "e_tot_ev": -45104.241, "charge": 0, "lumo_ev": 0.60, "spin_multiplicity": 1}

=====

8.
{"formula": "C22H39HgO23S4", "method": "ωB97M-V/def2-TZVPD", "symbols": ["Hg", "C", "C", "O", "H", "H", "H", "H", "H", "C", "C", "O", "S", "O", "O", "O", "H", "H", "H", "H", "C", "C", "O", "S", "O", "O", "O", "H", "H", "H", "H", "C", "C", "O", "S", "O", "O", "O", "H", "H", "H", "H", "C", "C", "O", "S", "O", "O", "O", "H", "H", "H", "H", "O", "C", "O", "C", "C", "C", "H", "H", "H", "H", "H", "H", "O", "C", "O", "C", "C", "C", "H", "H", "H", "H", "H", "H", "O", "C", "O", "C", "C", "C", "H", "H", "H", "H", "H", "H"], "positions_angstrom": [[29.65, -34.21, 30.91], [28.67, -29.64, 26.55], [28.59, -31.15, 26.33], [29.28, -31.91, 27.34], [29.71, -29.29, 26.56], [28.19, -29.27, 27.45], [28.12, -29.15, 25.75], [28.90, -31.37, 25.31], [27.51, -31.28, 26.36], [26.56, -35.88, 23.32], [26.77, -35.37, 21.82], [26.57, -36.47, 20.98], [26.61, -37.88, 21.87], [27.98, -38.15, 22.23], [25.80, -38.91, 21.28], [25.90, -37.11, 23.24], [25.94, -35.18, 23.88], [27.54, -35.83, 23.79], [27.75, -34.92, 21.62], [26.13, -34.52, 21.60], [34.58, -34.28, 25.16], [33.52, -34.44, 23.98], [34.18, -35.32, 23.10], [35.82, -35.45, 23.40], [36.56, -34.28, 22.97], [36.33, -36.78, 23.07], [35.52, -35.30, 24.94], [34.15, -34.41, 26.15], [35.07, -33.30, 25.17], [33.13, -33.53, 23.54], [32.61, -34.97, 24.27], [30.66, -28.80, 20.69], [31.53, -29.64, 19.79], [32.78, -29.53, 20.29], [33.12, -28.10, 21.04], [34.06, -27.25, 20.24], [33.34, -28.32, 22.48], [31.55, -27.70, 20.73], [30.45, -29.34, 21.61], [29.74, -28.51, 20.17], [31.58, -29.30, 18.75], [31.19, -30.65, 19.57], [23.48, -29.81, 28.24], [23.54, -31.23, 28.78], [23.04, -32.08, 27.86], [22.30, -31.35, 26.55], [20.92, -31.85, 26.38], [23.17, -31.42, 25.35], [22.38, -29.86, 27.34], [24.40, -29.54, 27.72], [23.36, -28.97, 28.93], [23.10, -31.44, 29.75], [24.61, -31.44, 28.89], [31.80, -30.23, 30.96], [32.15, -29.12, 30.48], [31.58, -28.02, 31.00], [31.88, -26.96, 30.10], [33.19, -27.25, 29.39], [33.12, -28.73, 29.37], [32.01, -26.00, 30.61], [31.03, -26.89, 29.41], [34.07, -26.87, 29.91], [33.36, -26.90, 28.37], [34.09, -29.17, 29.61], [32.78, -29.18, 28.44], [28.52, -23.46, 26.41], [27.96, -23.80, 25.39], [26.81, -24.30, 25.39], [26.24, -24.40, 24.08], [27.41, -24.34, 23.18], [28.44, -23.65, 23.95], [25.51, -23.62, 23.89], [25.78, -25.39, 24.05], [27.09, -23.89, 22.23], [27.69, -25.37, 22.99], [28.46, -22.58, 23.70], [29.44, -24.01, 23.71], [24.11, -26.10, 32.76], [24.87, -25.13, 32.78], [24.48, -23.94, 33.26], [25.59, -23.01, 33.39], [26.51, -23.53, 32.32], [26.26, -25.05, 32.20], [26.13, -23.07, 34.33], [25.14, -22.02, 33.21], [27.56, -23.44, 32.59], [26.37, -23.01, 31.37], [27.14, -25.55, 32.58], [26.25, -25.27, 31.13]], "lowdin_charge": [0.54, -0.03, -0.23, 0.10, 0.09, 0.09, 0.10, 0.12, 0.17, -0.23, -0.20, -0.19, 0.76, -0.23, -0.20, -0.18, 0.12, 0.11, 0.12, 0.12, -0.16, -0.16, -0.21, 0.70, -0.24, -0.22, -0.20, 0.12, 0.12, 0.12, 0.12, -0.16, -0.26, -0.19, 0.79, -0.24, -0.26, -0.22, 0.13, 0.14, 0.14, 0.14, -0.17, -0.25, -0.19, 0.81, -0.23, -0.28, -0.20, 0.11, 0.14, 0.14, 0.12, 0.05, -0.42, 0.04, -0.15, -0.15, -0.10, 0.13, 0.13, 0.13, 0.13, 0.14, 0.13, 0.10, -0.55, 0.07, -0.14, -0.19, -0.08, 0.14, 0.13, 0.13, 0.12, 0.14, 0.13, 0.08, -0.46, 0.03, -0.12, -0.18, -0.07, 0.13, 0.13, 0.11, 0.12, 0.12, 0.12], "e_homo_ha": -0.4322, "gap_ev": 1.6, "e_tot_ev": -118032.838, "charge": 1, "lumo_ev": -10.15, "spin_multiplicity": 1}

=====

Please write out number 3 again, unchanged.
{"formula": "CH2N4OS", "method": "ωB97M-V/def2-TZVPD", "symbols": ["C", "H", "H", "N", "N", "N", "N", "O", "S"], "positions_angstrom": [[-0.16, 0.09, -1.03], [-2.19, 0.26, 0.64], [1.22, 0.19, 1.75], [-0.21, -0.07, 0.36], [0.98, -0.48, 0.79], [1.86, -0.15, -0.27], [1.21, 0.04, -1.35], [-1.26, -0.43, 1.10], [-1.45, 0.57, -2.00]], "lowdin_charge": [-0.82, 0.26, 0.25, -0.30, 0.01, 0.02, 0.04, -0.05, 0.57], "e_homo_ha": -0.3225, "gap_ev": 7.8, "e_tot_ev": -19906.689, "charge": 0, "lumo_ev": -0.96, "spin_multiplicity": 1}